(1)
ORCA calculation (ωB97M-V/def2-TZVPD) on a molecular structure, C19H19N8PdS2.

ORCA input file:
```
! RIJCOSX wB97M-V def2-TZVPD def2/J DEFGRID3
* xyz 1 1
Pd 0.668 0.014 0.961
C 4.614 -1.597 -2.668
S 3.721 -2.537 -1.414
C 2.666 -1.353 -0.738
S 1.623 -1.978 0.527
N 2.678 -0.126 -1.179
N 1.802 0.668 -0.497
C 1.882 1.944 -0.595
C 0.907 2.735 0.164
C 0.836 4.112 0.103
C -0.194 4.757 0.779
C -1.122 4.007 1.474
C -0.975 2.626 1.510
N 0.022 2.009 0.891
H 5.514 -2.168 -2.882
H 4.878 -0.619 -2.278
H 4.015 -1.493 -3.569
H 2.628 2.393 -1.241
H 1.562 4.667 -0.475
H -0.272 5.835 0.748
H -1.949 4.471 1.991
H -1.661 1.995 2.060
C -1.899 -2.132 2.147
C -0.923 -1.537 3.100
N -0.121 -0.531 2.783
C 0.679 -0.288 3.886
C 0.331 -1.139 4.878
N -0.681 -1.922 4.365
C -1.296 -3.047 5.066
N -0.300 -3.958 5.522
N 0.035 -3.976 6.844
N 1.011 -4.768 7.019
C 1.379 -5.298 5.796
C 2.394 -6.199 5.466
C 2.532 -6.524 4.137
C 1.688 -5.972 3.151
C 0.679 -5.089 3.464
C 0.542 -4.770 4.816
H -1.817 -1.502 1.265
H -2.923 -2.105 2.517
H -1.641 -3.158 1.884
H 1.424 0.488 3.891
H 0.700 -1.271 5.880
H -1.988 -3.533 4.380
H -1.836 -2.697 5.944
H 3.037 -6.613 6.229
H 3.305 -7.216 3.832
H 1.839 -6.254 2.118
H 0.041 -4.673 2.696
*
```

For the largest force on an atom, the calculation gives 0.0076 Eh/bohr. The energy above the lowest of the compared OMol25 structures with the same formula, charge and spin is 0.00 kcal/mol. The value obtained for the HOMO-LUMO gap is 7.299 eV. Its HOMO energy is -0.41643 hartree.



(2)
ORCA calculation (ωB97M-V/def2-TZVPD) on a single C3H3BrO2 molecule in a non-equilibrium geometry.

ORCA input file:
```
! RIJCOSX wB97M-V def2-TZVPD def2/J DEFGRID3
* xyz 0 1
C 1.025 1.647 -0.304
C 0.086 -0.703 0.004
C 1.297 0.109 -0.401
O 1.819 2.452 0.216
O 0.519 -0.645 -1.309
Br 3.074 -0.356 0.015
H 0.058 1.881 -0.512
H 0.133 -1.621 0.687
H -0.818 -0.112 0.128
*
```

For the largest force on an atom, the calculation gives 0.1151 Eh/bohr. The energy above the lowest of the compared OMol25 structures with the same formula, charge and spin is 38.20 kcal/mol. The value obtained for the HOMO-LUMO gap is 10.525 eV. Its HOMO energy is -0.37756 hartree. As for the SMILES: O=C[C@@]1(Br)CO1.